(1)
An isolated molecule of C4H4F2S2 at a distorted geometry, computed with ωB97M-V/def2-TZVPD.

Last column: natural (NBO) charge in e.
Cartesian coordinates (Å):
C: -0.1296 2.1746 -0.3600  -0.248
C: -0.3392 0.8886 -0.1787  -0.225
C: 0.8098 -0.0678 0.0177  -0.273
S: 2.3766 0.4970 0.1491  -0.005
S: 0.4556 -1.7919 -0.1716  0.134
C: -1.7539 0.4783 0.0800  0.557
F: -1.8764 -0.0829 1.2706  -0.322
F: -2.1147 -0.4700 -0.8774  -0.356
H: -1.0034 2.9008 -0.4132  0.207
H: 0.8986 2.5650 -0.5771  0.236
H: 1.6377 -2.0090 0.4112  0.150
H: -2.4517 1.3963 0.0467  0.144

Properties
E_HOMO in eV: -8.954
Frontier orbital gap in eV: 7.85
Energy relative to the best compared isomer or geometry (same formula, charge and spin) in kcal per mole: 14.5
Total energy in eV: -31316.850

(2)
The ion C5H8N3O with charge +1 at a distorted geometry, computed with ωB97M-V/def2-TZVPD.

Last column: natural (NBO) charge in e.
Cartesian coordinates (Å):
C: 0.5001 -1.0998 -0.4287  0.531
C: -1.7813 0.1224 -0.0066  0.252
C: 0.2978 1.3178 -0.3421  0.819
C: 0.4627 -2.3662 -0.7109  -0.472
C: 2.2487 0.2393 0.6164  -0.429
N: -1.0493 1.2604 -0.1672  -0.656
N: 0.9797 0.0177 -0.1255  -0.412
N: -3.0469 0.2727 0.2129  -0.715
O: 0.9414 2.2957 -0.5515  -0.480
H: 1.2243 -2.7984 -1.3405  0.290
H: 0.1626 -3.2179 -0.0777  0.300
H: 2.9952 0.8155 -0.0047  0.269
H: 2.1355 0.9714 1.4563  0.256
H: 2.4899 -0.8925 0.8347  0.242
H: -1.5489 2.2282 0.0841  0.408
H: -3.6356 -0.4738 0.2604  0.423
H: -3.3760 1.3076 0.2905  0.375

Properties
E_HOMO in eV: -13.228
Frontier orbital gap in eV: 8.84
Net charge: +1
Energy relative to the best compared isomer or geometry (same formula, charge and spin) in kcal per mole: 93.0
Total energy in eV: -11821.931

(3)
A structure of composition C33H46CoN6 at a distorted geometry, computed with ωB97M-V/def2-TZVPD.

Last column: Löwdin charge in e.
Cartesian coordinates (Å):
Co: -0.5518 0.0079 0.7617  0.543
N: 2.1127 2.7306 2.2218  0.047
N: -0.9381 2.3182 -0.3999  -0.029
C: -1.7923 -1.4951 0.8171  -0.250
C: -1.9387 -0.5798 1.9231  -0.289
C: -0.6535 -0.4890 2.5846  -0.311
C: -0.3281 0.2633 3.8423  -0.052
H: -1.2160 0.7952 4.1970  0.077
H: 0.4638 1.0025 3.6430  0.060
H: 0.0273 -0.4383 4.6075  0.084
C: 0.2575 -1.3813 1.9114  -0.264
C: 1.4978 -1.9526 2.5257  -0.058
H: 1.2462 -2.8665 3.0887  0.081
H: 1.9516 -1.2413 3.2268  0.057
H: 2.2295 -2.2170 1.7536  0.064
C: -0.4073 -1.9035 0.7448  -0.285
C: 0.1758 -2.9067 -0.2014  -0.096
H: 1.2203 -2.6427 -0.4146  0.053
H: -0.3801 -2.9262 -1.1453  0.052
H: 0.1544 -3.9159 0.2350  0.063
C: -3.2248 -0.0153 2.4491  -0.028
H: -3.6501 -0.6446 3.2489  0.083
H: -3.9619 0.0644 1.6422  0.058
H: -3.0496 0.9875 2.8568  0.075
C: -2.9171 -2.1484 0.0720  -0.021
H: -2.5627 -2.5369 -0.8902  0.067
H: -3.7135 -1.4221 -0.1316  0.069
H: -3.3587 -2.9888 0.6369  0.082
C: 3.2361 3.4089 2.0551  -0.187
H: 3.6973 3.5708 3.0240  0.098
C: 3.7219 3.7880 0.8100  -0.105
H: 4.6530 4.3208 0.8679  0.081
C: 2.9972 3.5299 -0.3589  -0.087
H: 3.4060 3.8431 -1.3264  0.097
C: 1.7559 2.8869 -0.2211  -0.026
H: 1.1814 2.5956 -1.1249  0.099
C: 1.3942 2.4371 1.1294  -0.306
C: 0.2214 1.5410 1.6461  -0.046
H: -0.6186 2.2809 2.1893  0.138
C: -1.4136 1.1028 -0.6578  -0.151
C: -1.8438 3.1951 -0.7381  -0.193
H: -1.6461 4.1986 -0.3797  0.103
C: -2.8001 2.6560 -1.5371  -0.068
H: -3.5537 3.1470 -2.1681  0.114
N: -2.5430 1.2583 -1.4855  -0.006
C: -3.3480 0.2828 -2.1123  -0.163
C: -4.7312 0.3727 -1.9040  -0.218
C: -5.5291 -0.5703 -2.5420  -0.030
H: -6.6060 -0.5412 -2.3567  0.110
C: -4.9916 -1.5599 -3.3671  -0.272
C: -5.8908 -2.5695 -4.0287  -0.103
H: -5.3720 -3.5286 -4.1653  0.067
H: -6.2184 -2.2272 -5.0231  0.077
H: -6.7938 -2.7454 -3.4278  0.069
C: -3.6066 -1.5864 -3.5804  -0.037
H: -3.1774 -2.3590 -4.2318  0.106
C: -2.7622 -0.6697 -2.9627  -0.210
C: -1.2866 -0.6830 -3.1881  -0.066
H: -0.8995 0.2789 -3.5421  0.086
H: -1.0477 -1.4441 -3.9456  0.063
H: -0.7531 -0.9480 -2.2617  0.057
C: -5.3168 1.3710 -0.9670  -0.062
H: -5.2980 2.3989 -1.3461  0.065
H: -4.8459 1.3467 0.0266  0.077
H: -6.3723 1.1020 -0.8280  0.074
C: 4.2571 0.2226 2.7995  -0.074
N: 4.7353 0.0700 1.4321  -0.149
C: 6.0423 0.6286 1.1475  -0.107
C: 3.8672 -0.2291 0.4034  -0.445
N: 2.5711 -0.0644 0.4437  0.160
N: 4.4175 -0.6965 -0.7535  -0.174
C: 5.5872 -1.5555 -0.7552  -0.139
C: 3.4920 -0.8462 -1.8536  -0.120
H: 5.0285 0.7432 3.3786  0.081
H: 4.0768 -0.7645 3.2532  0.072
H: 3.3332 0.8166 2.8510  0.056
H: 6.8283 -0.0787 1.4514  0.075
H: 6.1462 0.8579 0.0803  0.080
H: 6.1652 1.5618 1.7164  0.076
H: 2.3243 0.3811 1.3325  0.010
H: 5.4332 -2.3414 -1.5040  0.069
H: 6.4872 -0.9921 -1.0350  0.064
H: 5.7490 -2.0291 0.2241  0.079
H: 2.7726 -1.6605 -1.6738  0.063
H: 2.9291 0.0888 -1.9551  0.077
H: 4.0651 -1.0520 -2.7610  0.070

Properties
E_HOMO (spin up / spin down) in eV: 0.988 / -5.568
Frontier orbital gap (spin up / spin down) in eV: 1.59 / 7.67
Multiplicity: 5
Net charge: -1
Energy relative to the best compared isomer or geometry (same formula, charge and spin) in kcal per mole: 63.0
Total energy in eV: -81527.099